[1]
83
Properties=species:S:1:pos:R:3:forces:R:3:mulliken_charge:R:1 method="wB97M-V/def2-TZVPD" homo_ev=-7.42 lumo_energy_ev=-0.22 mol_weight_g_mol=838.24
H -0.180464 0.208669 5.680257 -0.01 0.06 0.05 0.388
H -4.869071 -1.005902 -2.396261 -0.04 -0.04 0.02 0.405
H 0.402472 4.890486 0.049088 0.09 0.00 -0.05 0.308
H 3.253407 2.901303 0.972087 0.06 -0.05 0.09 0.556
C -4.791332 0.809217 -3.537098 0.00 0.02 -0.01 -0.564
N 5.321305 -2.094147 -0.807016 -0.18 0.30 0.05 -0.061
H -2.048018 2.756788 -3.923148 0.07 0.04 -0.02 0.379
H 3.155205 2.124029 3.307209 -0.09 0.05 0.02 0.489
H -2.689105 3.751947 2.831394 -0.03 0.03 0.08 0.317
H 2.016514 -1.144710 -7.004755 0.03 -0.03 -0.06 0.412
C 5.859394 -3.370606 -0.781783 -0.04 -0.47 0.01 0.247
C 0.897916 1.160261 -4.799114 0.08 -0.09 -0.14 -0.224
K -1.032742 -0.252845 0.857025 -0.84 0.09 -0.04 1.294
S -0.414530 0.974308 -2.419074 0.11 -0.11 0.67 -0.167
H -1.055236 5.852198 0.341490 0.01 0.11 0.03 0.392
O 3.677482 -0.541775 -0.684256 0.00 0.18 0.01 -0.652
C -3.124994 3.692132 1.839848 0.05 0.13 0.03 -0.997
H 1.443592 -1.577405 -1.116153 -0.06 -0.04 0.10 -0.432
F -4.072141 -1.399650 0.566924 0.08 -0.43 -0.13 -0.375
N 3.101617 -2.755935 -0.704325 0.02 0.04 0.02 0.302
C -2.295851 -0.446370 5.462745 -0.01 0.02 0.02 -0.522
H -2.469859 -0.961564 -1.829448 0.06 -0.07 0.04 0.232
N 3.451578 0.354339 2.218071 -0.01 0.07 -0.08 0.047
H 2.747956 -4.806155 -0.570005 0.01 -0.07 0.02 0.422
C 4.821381 -4.396818 -0.681721 0.07 0.28 -0.01 0.221
C 3.990596 -1.720559 -0.718779 0.22 -0.18 -0.14 0.368
C 1.297011 -2.194377 0.917931 0.00 -0.09 -0.16 0.835
H 5.980377 -1.329814 -0.880812 -0.05 -0.08 0.00 0.248
H -0.524283 -1.462298 6.173846 0.04 -0.05 0.05 0.409
H 4.363444 0.598057 1.834295 -0.13 0.00 -0.09 0.423
C -2.029207 -1.841174 3.480378 0.21 0.25 0.20 0.704
O 7.047999 -3.572791 -0.836989 0.10 0.08 -0.01 -0.624
H -2.697431 -0.317228 6.466998 -0.02 -0.02 0.04 0.392
C 1.492961 0.633327 -5.938830 0.00 0.05 0.02 -0.651
O 2.212572 -1.780618 1.667040 0.33 0.04 0.26 -0.928
H 2.940379 -0.307005 1.565478 0.11 -0.06 0.14 -0.104
C -2.126823 0.869561 -2.892052 0.08 -0.03 -0.09 0.868
H -0.022587 -1.727640 -3.281392 -0.06 -0.06 0.10 0.360
C 0.404334 -1.083092 -4.034305 0.07 0.16 -0.14 -0.279
H -3.842684 2.881396 1.797584 -0.10 -0.11 0.01 0.180
H -3.598268 4.628332 1.562177 -0.06 0.04 0.04 0.383
H 3.584112 -0.242282 3.034240 0.02 0.10 0.01 0.406
C -4.245302 -0.210846 -2.775852 0.07 -0.04 0.04 -0.700
H -2.711455 -2.561323 5.407380 0.01 0.01 0.02 0.348
C 1.009343 -1.594817 -5.168052 -0.01 -0.08 0.02 -0.905
F -5.422859 0.432483 0.238742 -0.42 0.14 -0.30 -0.357
C 3.528154 -4.063473 -0.642036 0.19 -0.15 -0.03 0.035
N 1.790744 1.700340 0.187059 -0.01 -0.21 -0.53 -0.133
H 1.921850 1.296742 -6.675820 0.02 0.03 -0.04 0.405
C 2.614548 1.553646 2.550254 0.20 -0.27 0.16 -0.266
O -0.237160 -0.070447 -1.333855 0.40 0.51 -1.43 -0.114
C 2.342842 2.396517 1.308931 0.02 0.17 0.35 -0.565
C 1.680362 -2.469966 -0.532600 0.24 0.10 -0.50 -0.412
F 5.237596 -5.662542 -0.640735 -0.11 -0.04 0.01 -0.307
C 1.548027 -0.738193 -6.120435 0.00 0.02 0.00 -0.438
C -2.836027 -1.684917 4.765204 -0.20 -0.22 -0.06 -0.773
F -3.149353 0.657510 0.417522 -0.47 0.63 -0.24 -0.037
B -4.309316 -0.056345 0.863822 0.09 -0.04 0.16 0.189
H -1.973988 -2.842625 3.067129 0.05 -0.07 0.03 0.468
H 1.059433 -2.664991 -5.316283 0.00 -0.03 0.00 0.423
C 0.352441 0.295173 -3.870929 -0.09 -0.26 0.00 0.312
H -0.177844 5.115803 1.709658 0.03 0.08 0.09 0.366
C -0.793652 -0.666678 5.477788 -0.03 0.05 0.21 -0.721
C -0.479488 4.995131 0.674352 -0.04 0.08 0.06 -1.288
F -4.388265 0.110650 2.248352 0.03 0.05 0.45 -0.381
H 1.693782 1.136103 2.971302 0.00 0.19 -0.13 -0.098
H -2.540773 0.444157 4.884856 -0.01 0.06 -0.07 0.206
H 2.467541 1.129837 -0.303320 0.05 -0.01 -0.02 0.430
C -4.002324 1.866897 -3.968803 0.03 0.07 -0.03 -0.688
H -3.893291 -1.600298 4.516743 -0.02 0.04 0.01 0.324
H 1.116370 -3.295862 -0.959112 -0.08 -0.04 0.13 0.512
S -0.323085 -1.220277 3.831389 -0.10 0.52 -0.51 0.317
H 0.869035 2.227950 -4.638279 -0.02 0.11 0.04 0.445
C -2.896160 -0.192258 -2.452972 -0.15 0.12 -0.07 0.036
Te -1.620692 3.225156 0.433042 0.11 -0.31 -0.36 0.658
H -5.845753 0.796667 -3.772009 -0.06 0.00 -0.01 0.390
C -2.658700 1.912351 -3.634390 -0.17 -0.09 0.03 -0.497
H 1.007449 1.101449 0.399274 -0.07 0.23 0.10 -0.285
O -0.191271 0.088083 3.041329 0.39 -0.54 1.33 -0.870
H 1.664085 3.189341 1.637375 -0.05 -0.01 -0.05 -0.045
H -4.438874 2.674493 -4.540636 -0.02 0.01 -0.01 0.405
O 0.102932 -2.332863 1.194528 -0.07 -0.81 0.15 -0.843
H -2.449883 -1.171330 2.731291 0.06 -0.03 0.04 -0.950



[2]
24
Properties=species:S:1:pos:R:3:forces:R:3:nbo_charge:R:1 method="wB97M-V/def2-TZVPD" homo_ev=-9.45 smiles="C=CCC.O.O.O.O" lumo_energy_ev=0.60 mol_weight_g_mol=128.17
H 1.821590 6.796888 1.068442 0.01 0.05 0.14 0.471
H 0.533792 2.683017 0.160088 -0.05 -0.22 0.04 0.474
H 1.894697 -0.791863 5.164846 -0.09 0.43 0.39 0.470
H -0.620327 -0.192937 -0.434134 0.38 -0.34 0.07 0.229
C -1.242505 -2.297822 -0.681449 0.56 -0.71 -0.12 -0.440
O 1.863182 -0.125795 5.875272 0.52 -0.57 -0.17 -0.937
H -2.204430 -0.596742 0.043110 -0.56 0.41 -0.20 0.198
H -1.744920 0.640173 -7.204714 0.13 -0.23 -0.03 0.471
C -1.469298 -0.809590 -0.724406 0.40 0.53 0.26 -0.613
O -1.096056 1.345122 -7.186881 -0.11 0.50 0.05 -0.942
H -0.980560 -2.221256 1.495860 0.03 0.09 0.38 0.188
O 2.287039 5.978755 0.881699 -0.01 -0.19 -0.25 -0.942
H -0.273449 2.354987 1.398536 -0.01 -0.11 0.00 0.469
O 0.112578 1.942064 0.618323 0.10 0.40 -0.02 -0.941
H 2.668889 -0.304705 6.389736 -0.44 0.15 -0.22 0.468
H 0.620498 -4.212304 1.606902 -0.15 0.05 0.55 0.198
H 2.657999 5.672699 1.712372 -0.02 0.11 0.11 0.471
C 0.135366 -3.831862 0.731224 0.33 0.16 -1.01 -0.408
C -0.658393 -2.777623 0.629982 -0.42 -0.07 -0.19 -0.153
H -1.733161 -0.430949 -1.711250 -0.51 -0.18 0.08 0.211
H 0.429013 -4.314358 -0.201199 -0.02 -0.12 0.16 0.181
H -2.190772 -2.805214 -0.870382 -0.15 -0.03 0.15 0.206
H -0.225274 0.958142 -7.287554 -0.02 -0.26 -0.02 0.471
H -0.585500 -2.658836 -1.474434 0.09 0.16 -0.14 0.199



[3]
73
Properties=species:S:1:pos:R:3:forces:R:3:mulliken_charge:R:1 method="wB97M-V/def2-TZVPD" total_charge=+1 homo_ev=-10.09 lumo_energy_ev=-4.51 mol_weight_g_mol=527.71
H 5.056582 -5.353212 3.106133 -0.23 0.21 -0.32 0.286
C 3.206993 4.007084 0.927290 0.17 0.19 0.00 0.260
H 1.451177 0.698602 4.056121 -0.24 -0.11 -0.42 0.637
C -1.274552 1.060016 3.364155 0.26 -0.46 -0.16 -0.634
C 2.942082 2.799849 0.247422 0.05 0.00 0.13 -0.373
C -4.325007 -1.272552 6.862243 0.12 -0.12 0.17 -0.777
C -4.624941 -2.090468 7.962836 0.48 0.09 -0.14 -0.631
H -0.636469 1.909836 3.097751 -0.19 -0.03 -0.13 0.304
C 4.128791 -2.314790 1.936791 -0.08 0.49 0.15 -0.800
H 3.024445 6.984342 -2.548581 -0.07 0.01 0.46 0.355
C 3.335631 6.818502 -1.505982 0.30 0.02 -0.20 -0.788
H 1.346359 -3.991622 3.047416 0.22 0.31 -0.09 0.398
H 6.424066 6.941026 -0.421792 -0.34 0.08 0.32 0.313
H 2.801909 7.509790 -0.822170 0.32 -0.14 -0.30 0.360
C 3.072105 4.050986 2.336127 0.02 -0.13 -0.03 -0.608
S -0.389732 -1.247573 6.591573 0.29 0.19 -0.30 -0.217
O 4.171107 -7.379977 1.217946 -0.14 0.69 -0.18 -0.355
H 4.358802 -0.190780 1.889248 -0.19 -0.23 0.21 0.493
N -0.489557 0.246173 4.306015 -1.01 -0.42 1.36 -0.119
C 2.009461 -3.158807 2.809325 -0.16 0.17 -0.04 -0.518
O 4.746657 7.057930 -1.510411 -0.41 -0.27 0.53 -0.354
C 4.935338 -5.171955 2.018800 0.23 -0.34 0.50 -0.328
H -1.430658 -2.902016 8.930655 -0.27 0.00 0.00 0.388
C 2.625384 1.654557 0.961618 -0.15 0.09 0.26 -0.901
C -3.388916 0.452367 4.576513 0.20 -0.41 0.02 -0.604
C -1.948767 -1.650365 7.266905 -0.84 -0.35 0.40 0.485
H -4.234882 0.854969 5.142005 0.18 -0.02 -0.08 0.463
H -1.443070 0.475451 2.443541 0.14 0.11 0.18 0.285
C 5.269386 -6.473782 1.292800 -0.19 -0.21 -0.38 -0.659
H 0.703582 -1.663879 3.663439 0.18 -0.17 -0.13 0.352
H 5.027076 7.665999 0.476126 0.07 -0.10 -0.36 0.335
H -3.835679 -3.294660 9.577044 0.12 0.19 -0.29 0.370
N 3.592492 -4.677278 1.723347 -0.34 1.09 0.22 0.177
H 3.214017 -6.399530 -0.389050 0.06 -0.33 0.33 0.359
C 1.642233 -1.872696 3.151390 0.11 -0.24 0.15 -0.366
C 5.023784 5.514975 0.390526 0.22 -0.23 -0.34 -0.424
H 3.307795 4.986597 2.848984 -0.20 -0.31 -0.14 0.460
H 5.665114 -4.411848 1.722237 -0.06 -0.25 0.13 0.199
H -3.783904 -0.261460 3.838204 0.05 0.08 0.16 0.297
C 3.011799 -6.781253 0.632833 0.29 -0.17 0.22 -0.748
C 5.344112 6.872588 -0.226787 -0.14 0.26 -0.12 -0.598
H 1.953110 5.230350 -1.031158 0.23 -0.02 -0.05 0.410
H -2.440100 2.372895 4.593798 -0.06 -0.08 -0.01 0.364
H 2.511948 0.709898 0.428671 -0.12 0.25 0.16 0.534
H 2.267412 -7.590306 0.608999 0.15 0.42 -0.18 0.347
C 3.255208 -3.407465 2.180109 0.01 -0.53 -0.49 0.975
C -2.983032 -1.055178 6.539114 0.04 0.17 0.04 0.536
C -1.134717 -0.288236 5.295944 -0.34 0.37 -0.76 0.300
H 1.702275 -5.111369 0.955997 0.15 -0.08 0.19 0.464
C 3.037959 5.385056 -1.085554 0.42 -0.11 -0.10 -0.455
C 2.439315 -0.753963 2.797058 -0.15 -0.17 -0.22 0.067
C -3.591904 -2.670831 8.715324 0.11 0.18 -0.25 -0.578
H 5.654605 4.751323 -0.111081 -0.26 0.10 0.20 0.260
N -2.495383 -0.243553 5.504702 -0.45 -0.17 0.00 0.186
C 3.704449 -1.019400 2.166578 -0.12 -0.25 -0.12 -0.769
C 2.510077 -5.626840 1.492022 -0.02 -0.41 0.43 -0.591
C 2.593161 2.953393 3.025657 0.00 -0.16 -0.11 -0.586
C 1.972795 0.551933 3.113171 2.22 0.23 -0.33 -0.516
C 2.397515 1.702588 2.371196 -0.03 0.25 -0.42 0.715
H 5.265662 5.523819 1.460053 0.09 0.00 -0.25 0.385
H -5.665580 -2.275746 8.235666 0.35 0.08 -0.11 0.379
H 5.112340 -2.509492 1.500068 -0.45 0.25 0.14 0.293
H -3.208700 1.941823 3.065942 0.06 0.07 0.05 0.428
C -2.609758 1.551105 3.890879 -0.04 0.51 0.07 -1.122
H 5.642547 -6.226749 0.280593 -0.15 -0.29 0.22 0.344
H 6.032899 -7.024746 1.858855 -0.05 0.36 -0.33 0.322
N 3.603977 5.180075 0.245824 -0.57 -0.48 0.51 0.195
H 2.110783 -6.023149 2.444845 0.10 0.04 -0.28 0.333
H 2.401942 3.007163 4.098470 0.07 0.08 -0.25 0.451
H 3.476121 4.685055 -1.821687 -0.14 0.23 0.04 0.325
C -2.248471 -2.457856 8.367239 -0.08 0.19 -0.25 -0.432
H -5.114949 -0.814125 6.263551 0.22 -0.20 0.27 0.307
H 3.045873 2.765466 -0.839998 -0.05 -0.07 0.43 0.356



[4]
26
Properties=species:S:1:pos:R:3:forces:R:3:nbo_charge:R:1 method="wB97M-V/def2-TZVPD" total_charge=+1 homo_ev=-11.40 lumo_energy_ev=-2.94 mol_weight_g_mol=195.34
N 3.673180 -0.990008 0.427350 1.11 -1.41 0.80 -0.612
C -4.142733 -1.965920 -0.014107 -0.01 -1.34 1.90 -0.431
C 2.937230 0.878121 -0.878338 -2.26 -5.09 -2.40 -0.682
C 0.100083 2.199105 0.109615 2.99 -0.06 -0.75 -0.461
H 2.378490 -1.367373 0.407062 -0.07 -0.39 0.88 0.273
H 3.271646 1.050822 -1.910453 -0.31 0.22 0.28 0.252
H -3.802139 -2.748851 -0.738336 0.35 0.74 0.73 0.216
H -0.504300 2.957634 0.588083 -0.20 0.25 -0.06 0.214
H -5.245172 -2.086639 -0.059970 0.61 0.94 0.17 0.241
H -2.070674 -1.187631 0.988557 0.57 0.67 -0.63 0.250
H 1.857877 0.324924 -0.851402 2.65 1.35 -0.29 0.233
S 0.295185 -0.094051 1.697770 0.14 0.55 0.12 0.283
N -1.635881 0.607577 0.015285 0.86 2.50 -1.10 -0.333
C -2.338633 -0.430560 0.228465 -2.38 -1.36 0.65 0.343
N -3.605570 -0.613836 -0.268499 0.89 -0.84 -0.33 -0.562
H -3.820436 -2.186639 1.094946 -0.77 -0.12 -2.31 0.216
H -1.970015 1.425805 -0.545551 -0.02 -1.37 0.39 0.428
H 1.184173 2.282034 0.456144 -1.79 0.06 0.12 0.250
H 2.874036 1.716012 -0.343342 -0.20 3.70 1.76 0.221
C 3.946674 0.047352 -0.191083 -0.09 1.99 -0.75 0.237
H 4.498478 -1.349153 0.935615 -0.84 -0.30 -0.20 0.400
S 0.967858 -1.802526 0.860283 -0.64 -0.47 -0.40 -0.343
H -3.773499 -0.330141 -1.225870 0.03 0.54 0.14 0.407
H 0.295252 2.326468 -0.997550 -0.96 0.17 0.92 0.218
H 4.917367 0.500122 -0.162283 0.85 -0.01 0.04 0.183
N -0.288467 0.837355 0.377613 -0.51 -0.93 0.29 -0.440



Short version: Kohn-Sham gap = 7.20 10.05 5.58 8.46 eV, in the order given.